Entry 1:
The following is a quantum chemistry calculation of 2 unconnected molecules or ions with the total composition C4H9N3O3S in a non-equilibrium geometry, from the Open Molecules 2025 dataset.

```
20
C4H9N3O3S wB97M-V/def2-TZVPD
C 0.44 1.04 -2.38
O -0.94 1.25 -2.40
N -1.59 0.22 -1.68
C -2.34 0.60 -0.75
O -3.21 -0.21 -0.15
S -2.79 2.30 -0.29
H 0.65 1.08 -1.34
H 0.88 1.88 -3.12
H 0.65 0.10 -2.89
H -2.91 -1.09 -0.41
H -2.40 3.03 -1.30
C 2.49 -2.53 2.47
O 1.22 -1.97 2.02
N 1.23 -0.58 1.94
C 0.60 0.21 1.30
N 0.23 1.09 0.55
H 2.32 -3.63 2.30
H 2.65 -2.33 3.46
H 3.33 -2.20 1.91
H -0.52 1.74 0.77
```

- Gap between HOMO and LUMO: 0.35181 hartree
- Structure (SMILES): CO/N=C(/O)S.CON=C=N
- LUMO energy: 0.0200 hartree



Entry 2:
The following is a quantum chemistry calculation of C4H9N3S in the gas phase in a non-equilibrium geometry, from the Open Molecules 2025 dataset.

```
17
C4H9N3S wB97M-V/def2-TZVPD
H 0.84 2.56 -1.88
N -0.12 1.99 -1.76
C 0.04 1.30 -0.52
C 1.07 1.40 0.45
N -1.05 0.39 -0.05
C -0.59 -1.03 0.15
C -0.28 -1.90 -1.12
N -0.42 -1.41 1.36
S -0.66 -0.23 2.55
H 1.68 0.39 0.22
H 0.61 1.38 1.47
H 1.81 2.31 0.31
H -1.89 0.55 -0.62
H 0.37 -1.49 -1.87
H 0.14 -2.87 -0.65
H -1.23 -2.33 -1.60
H -0.32 -1.00 3.57
```

- Gap between HOMO and LUMO: 0.35968 hartree
- Structure (SMILES): [H]/N=C(\C)N/C(C)=N\S
- LUMO energy: 0.0280 hartree



Entry 3:
The following is a quantum chemistry calculation of a gas-phase ion, C4H9N4 (charge +1) in a non-equilibrium geometry, from the Open Molecules 2025 dataset.

```
17
C4H9N4 wB97M-V/def2-TZVPD
C -0.54 -1.06 0.05
C 0.25 -0.20 0.83
C -0.23 1.58 -0.60
C 1.03 -0.84 1.96
N -0.95 -0.67 -1.17
N 0.44 1.06 0.49
N 0.36 2.53 -1.21
N -1.74 -1.45 -1.79
H -0.78 -2.18 0.43
H 1.48 -0.04 2.69
H 0.52 -1.55 2.59
H 1.99 -1.25 1.58
H 1.23 1.57 1.08
H 0.04 3.00 -2.06
H 1.17 2.90 -0.91
H -2.35 -2.10 -1.20
H -1.93 -1.31 -2.77
```

- Net charge: +1
- Gap between HOMO and LUMO (alpha / beta): 0.28610 / 0.28606 hartree
- LUMO energy (alpha / beta): -0.1696 / -0.1696 hartree



Entry 4:
The following is a quantum chemistry calculation of 2 unconnected molecules or ions with the total composition C4H9N4O in a non-equilibrium geometry, from the Open Molecules 2025 dataset.

```
18
C4H9N4O wB97M-V/def2-TZVPD
C -0.70 -2.04 -2.10
C -0.77 -0.09 1.56
C 0.43 1.41 0.09
C 1.74 1.36 -0.69
N -0.55 2.24 0.12
N -0.93 -0.96 2.54
N -1.36 -2.67 -2.85
N 0.34 0.35 0.94
O -0.33 -1.28 -1.29
H 2.17 2.40 -0.88
H 1.68 0.86 -1.65
H 2.33 0.83 0.08
H -0.38 2.88 -0.62
H -1.72 -0.99 3.13
H -0.04 -1.20 2.99
H -1.48 -3.25 -3.65
H -1.66 0.41 1.26
H 1.24 -0.28 1.01
```

- Net charge: +1
- Gap between HOMO and LUMO: 0.36846 hartree
- LUMO energy: -0.1548 hartree



Entry 5:
The following is a quantum chemistry calculation of 2 unconnected molecules or ions with the total composition C4H9NO in a non-equilibrium geometry, from the Open Molecules 2025 dataset.

```
15
C4H9NO wB97M-V/def2-TZVPD
C 0.99 0.06 -1.09
N -0.25 -0.09 -0.37
C -1.36 -0.18 -1.27
C -0.10 0.67 1.95
C 0.65 -0.49 1.86
O 0.18 -1.48 1.22
H 1.01 1.02 -1.62
H 1.11 -0.73 -1.85
H 1.83 0.04 -0.39
H -1.23 -1.01 -1.99
H -2.29 -0.32 -0.72
H -1.45 0.74 -1.88
H -1.17 0.63 1.77
H 0.36 1.60 2.25
H 1.72 -0.45 2.12
```

- Gap between HOMO and LUMO (alpha / beta): 0.31673 / 0.28248 hartree
- LUMO energy (alpha / beta): 0.0049 / -0.0331 hartree



Entry 6:
The following is a quantum chemistry calculation of C4H9NO in the gas phase, from the Open Molecules 2025 dataset.

```
15
C4H9NO wB97M-V/def2-TZVPD
C -1.51 -0.90 -0.05
N -0.35 -0.13 0.36
C -0.55 1.28 0.09
C 0.87 -0.63 -0.24
C 2.05 0.10 0.37
O 3.02 0.48 -0.25
H -1.71 -0.82 -1.14
H -2.40 -0.53 0.48
H -1.38 -1.96 0.20
H -1.33 1.68 0.74
H 0.37 1.84 0.30
H -0.82 1.48 -0.96
H 0.91 -0.52 -1.34
H 0.98 -1.69 0.00
H 1.95 0.26 1.46
```

- Gap between HOMO and LUMO: 0.37228 hartree
- Structure (SMILES): CN(C)CC=O
- LUMO energy: 0.0373 hartree



The calculation returns the following energy relative to the best compared isomer or geometry (same formula, charge and spin) values, one per record and in order: 204.2; 279.6; 349.6; 75.9; 548.6; 163.1 kJ/mol.